{"formula": "C45H39BaBrN9O4", "method": "the ωB97M-V functional and the def2-TZVPD basis", "charge": -1, "e_above_lowest_kcal_mol": 0.00, "lumo_energy_ev": 1.67, "gap_ha": 0.2156, "total_energy_ev": -139638.6031, "species": ["Ba", "C", "C", "N", "C", "C", "C", "C", "C", "C", "C", "N", "C", "C", "C", "C", "C", "C", "C", "C", "N", "C", "H", "H", "H", "H", "H", "H", "H", "H", "H", "H", "H", "H", "Br", "C", "C", "C", "C", "C", "C", "N", "N", "C", "C", "C", "C", "O", "C", "N", "C", "C", "C", "C", "H", "H", "H", "H", "H", "H", "H", "H", "H", "N", "C", "C", "O", "O", "H", "H", "H", "H", "C", "C", "N", "C", "C", "C", "O", "C", "C", "C", "C", "N", "C", "H", "H", "H", "H", "H", "H", "H", "H", "H", "H", "H", "H", "H", "H"], "coordinates": [[-1.1037, -0.9779, 0.1604], [1.0042, 3.1322, 2.2563], [0.5952, 2.0487, 1.4817], [-0.5483, 1.3732, 1.6634], [-1.4659, 1.9334, 2.5889], [-0.9733, 2.8593, 3.5860], [0.2848, 3.4318, 3.3850], [-1.8342, 3.2973, 4.6265], [-3.1143, 2.8310, 4.6035], [-3.5730, 1.8936, 3.6348], [-2.7985, 1.3747, 2.5973], [-3.1352, 0.4192, 1.7215], [-4.4271, -0.0926, 1.6717], [-5.6090, 0.6260, 1.4491], [-6.8548, 0.0142, 1.3124], [-6.9721, -1.3742, 1.4423], [-5.8301, -2.2068, 1.4910], [-5.7575, -3.5955, 1.2804], [-4.5485, -4.2614, 1.4962], [-3.4225, -3.5193, 1.8246], [-3.3244, -2.1937, 1.8447], [-4.5147, -1.5298, 1.6789], [1.8400, 3.7275, 1.9656], [1.1890, 1.6805, 0.6820], [0.7076, 4.1066, 4.1336], [-1.5512, 3.9864, 5.4199], [-3.7985, 3.3244, 5.3329], [-4.6404, 1.5924, 3.6804], [-5.5041, 1.7042, 1.4059], [-7.7385, 0.6269, 1.1044], [-7.9743, -1.7938, 1.5727], [-6.6987, -4.1281, 1.0694], [-4.4263, -5.3191, 1.4820], [-2.5612, -4.0701, 2.2384], [2.2868, 8.6568, -9.1115], [2.1021, 7.3215, -7.7622], [2.7078, 6.0597, -7.9784], [2.4437, 5.0956, -7.0619], [1.5131, 5.2641, -6.0093], [0.8615, 6.5097, -5.8757], [1.2268, 7.5636, -6.7029], [1.1806, 4.1873, -5.1743], [-0.0252, 4.3015, -4.7587], [-0.4234, 3.3780, -3.7762], [-1.8379, 3.5105, -3.3805], [-2.4681, 2.4685, -2.7466], [-1.7312, 1.3093, -2.2754], [-2.3169, 0.4634, -1.4743], [-0.3660, 1.1527, -2.6487], [0.2622, 0.0625, -2.2023], [1.4267, -0.3446, -2.7698], [2.0985, 0.5439, -3.6311], [1.5572, 1.7700, -3.9740], [0.2663, 2.1821, -3.4551], [3.2169, 5.9126, -8.9549], [2.9416, 4.1681, -7.0521], [0.1594, 6.6927, -5.0798], [0.8832, 8.6124, -6.6388], [-2.3011, 4.4125, -3.7510], [-3.5109, 2.4892, -2.5016], [1.8779, -1.3311, -2.4629], [3.0531, 0.3025, -4.0498], [2.0748, 2.4430, -4.6385], [-1.4216, -4.3233, -0.9884], [-0.0558, -4.5594, -1.5850], [1.0777, -3.5872, -1.1468], [2.1884, -3.7482, -1.6579], [0.6678, -2.6448, -0.3689], [-1.6642, -5.2996, -0.6798], [-2.0126, -4.2902, -1.7910], [-0.1151, -4.5081, -2.7078], [0.3851, -5.5200, -1.3464], [3.9336, -2.2315, 0.0600], [4.2125, -1.8038, 1.5316], [4.4782, -2.8555, 2.4555], [5.7339, -3.5521, 2.2663], [5.6374, -5.0673, 2.3519], [3.7683, -3.2213, 3.5972], [4.2926, -3.8471, 4.5236], [2.3951, -2.6828, 3.7686], [1.8910, -2.4648, 5.0592], [0.5463, -2.1348, 5.1905], [-0.2287, -1.9388, 4.0746], [0.1798, -2.1347, 2.7888], [1.4501, -2.5353, 2.6816], [4.3168, -1.5584, -0.7007], [2.8809, -2.4055, -0.0058], [4.3637, -3.1934, -0.1368], [3.3630, -1.2080, 1.8193], [5.0523, -1.1053, 1.4790], [6.3187, -3.1422, 3.1128], [6.1549, -3.2186, 1.3305], [5.0978, -5.3032, 3.2657], [6.6524, -5.4918, 2.3136], [5.1425, -5.4538, 1.4660], [2.4964, -2.5768, 5.9354], [0.1700, -2.1826, 6.2222], [-1.2736, -1.5987, 4.1913], [1.8442, -2.6904, 1.6447]], "atomic_forces_ev_per_a": [[-0.546, -0.236, 0.842], [-0.376, 0.035, 0.425], [-1.736, -0.818, 0.363], [-0.406, 2.272, 0.877], [2.484, -1.103, -0.476], [-1.004, -0.320, -0.464], [0.731, 0.060, -0.158], [0.040, -0.250, -0.001], [-0.826, 0.090, -0.138], [-1.648, 0.601, 0.877], [0.100, 0.219, 0.449], [-0.537, 0.053, 0.164], [0.435, 0.194, -0.304], [0.965, 0.215, 0.144], [0.015, -1.197, 0.417], [-0.738, 0.646, -0.234], [2.388, 1.433, 0.157], [-0.084, -0.684, 0.744], [-1.301, 1.128, -0.163], [1.157, 0.307, 0.941], [-1.594, -1.011, -0.032], [-0.736, -0.531, -0.544], [0.715, 0.009, 0.006], [0.709, -0.206, -0.625], [-0.367, 0.072, -0.298], [0.317, 0.007, -0.424], [0.234, -0.946, -0.599], [0.843, 0.171, 0.087], [-0.155, -0.003, -0.152], [0.271, -0.278, 0.343], [0.323, -0.121, -0.559], [0.595, 0.102, 0.002], [-0.290, -0.649, -0.178], [-0.064, 0.322, -0.750], [0.169, 0.030, 0.139], [-0.090, -0.913, -0.266], [-0.561, 2.131, -1.268], [-0.744, -0.459, 1.783], [-0.597, 1.233, -1.031], [0.893, 0.234, 0.022], [0.511, 0.542, -0.930], [-0.912, 0.642, -0.021], [0.896, -0.911, 1.526], [-1.887, 0.552, -0.957], [2.431, -1.199, -0.916], [0.952, -0.094, 0.215], [-2.737, -0.271, 1.944], [0.802, 1.528, -2.095], [1.251, 1.849, -0.775], [1.289, -2.057, -1.076], [-0.555, 0.808, 1.248], [-0.719, 0.308, -0.149], [-0.771, -0.009, 0.812], [0.927, -1.893, -0.065], [0.012, -0.116, 1.151], [0.457, -1.158, -0.435], [-0.056, -0.195, 0.097], [-0.227, -0.912, 0.352], [-0.365, 0.002, 0.164], [-0.341, 0.084, 0.188], [-0.682, 1.171, -0.150], [0.377, -0.377, -0.162], [0.057, -0.219, 0.214], [1.117, -2.362, 0.176], [0.438, 0.657, -0.790], [-1.527, 0.937, -0.327], [-0.390, -0.129, 0.238], [1.346, -0.910, -0.496], [0.016, 1.404, 0.324], [-0.741, 0.580, -0.652], [0.211, -0.003, 1.002], [-0.380, -0.516, 0.062], [0.214, -0.407, 1.470], [-0.065, 1.168, -1.862], [-1.272, -1.735, 0.953], [0.499, 0.479, 1.328], [0.464, 0.288, -0.488], [1.110, 1.576, -0.295], [-0.429, 0.142, -0.710], [-2.217, 0.181, -0.384], [-0.121, -0.230, -1.396], [0.630, -0.527, 0.927], [-1.337, 0.240, -0.813], [0.919, 0.005, 1.505], [1.684, 0.055, -0.247], [-0.218, 0.350, 0.124], [-0.427, 0.253, -0.641], [0.423, -0.596, -0.150], [-0.160, 0.178, 0.553], [0.295, -0.068, 0.548], [0.564, -0.552, -0.483], [0.195, 0.065, -0.222], [0.307, -0.492, -0.204], [-0.292, 0.072, 0.380], [-0.378, -0.074, -0.031], [0.388, -0.199, 0.171], [-0.300, 0.643, -0.692], [0.557, -0.298, -0.188], [-0.817, -0.091, 1.009]]}

{"formula": "C5H3F3O2", "method": "the ωB97M-V functional and the def2-TZVPD basis", "charge": 0, "e_above_lowest_kcal_mol": 32.56, "lumo_energy_ev": -1.24, "gap_ha": 0.2832, "total_energy_ev": -17478.7519, "species": ["C", "C", "C", "C", "C", "O", "O", "F", "F", "F", "H", "H", "H"], "coordinates": [[0.5151, -1.4427, 0.0407], [-1.0003, 0.4574, 0.0993], [-1.7870, -0.7814, -0.1226], [0.2735, -0.1119, 0.1473], [1.4386, 0.8113, -0.0658], [1.2831, -2.3192, 0.1199], [-1.0809, -1.8300, -0.2019], [1.4350, 1.8613, 0.9251], [2.6511, 0.3373, 0.0392], [1.3693, 1.6523, -1.1750], [-1.0211, 1.2240, -0.6370], [-1.2506, 0.9917, 1.0919], [-2.8259, -0.8501, -0.2611]], "atomic_forces_ev_per_a": [[0.255, 1.218, 0.557], [-1.998, 0.054, 1.984], [2.124, -1.141, -0.424], [6.207, 0.882, -0.675], [-0.519, 3.173, 1.911], [0.093, -0.726, -0.339], [-3.189, 0.771, 0.196], [-0.533, -1.199, -0.227], [0.193, -0.945, -0.669], [-0.162, -1.624, -0.033], [-0.862, 0.610, -1.004], [-0.226, -0.857, -1.235], [-1.383, -0.215, -0.043]]}

{"formula": "C5H6N2O", "method": "the ωB97M-V functional and the def2-TZVPD basis", "charge": 0, "e_above_lowest_kcal_mol": 131.65, "lumo_energy_ev": -1.34, "gap_ha": 0.2444, "total_energy_ev": -10303.8947, "species": ["C", "C", "C", "C", "C", "H", "H", "H", "H", "H", "H", "N", "N", "O"], "coordinates": [[-1.2908, 0.2665, -0.3079], [-0.6792, 0.4138, 0.9792], [0.6324, 0.2504, 1.3661], [1.3053, -0.2877, 0.1601], [0.7389, -0.6847, -1.0183], [-2.2834, 0.6479, -1.9660], [-1.4683, 0.8787, 1.6546], [2.1078, -0.1112, 2.4413], [2.3383, -0.5235, 0.2765], [1.2088, -1.3907, -1.8270], [-0.6470, -0.5703, -2.4185], [1.1192, 0.3903, 2.5471], [-0.4987, -0.0531, -1.3977], [-2.5832, 0.7736, -0.4894]], "atomic_forces_ev_per_a": [[0.720, 1.776, 2.748], [-6.627, 1.831, -1.690], [1.037, -1.047, -1.467], [0.753, -1.598, -0.860], [0.933, 1.352, -0.054], [-2.005, 0.928, 5.144], [1.284, -0.724, -0.505], [-2.141, 1.763, 0.747], [0.703, -0.623, 0.202], [-0.683, 1.867, 1.764], [-1.265, 1.931, 3.608], [2.702, -1.693, -0.745], [1.243, -3.894, -2.766], [3.345, -1.869, -6.127]]}

{"formula": "C5H3NO2", "method": "the ωB97M-V functional and the def2-TZVPD basis", "charge": 0, "smiles": "C#Cc1ncoc1O", "e_above_lowest_kcal_mol": 78.32, "lumo_energy_ev": 0.23, "gap_ha": 0.3104, "total_energy_ev": -10814.0179, "species": ["C", "C", "C", "N", "C", "O", "C", "O", "H", "H", "H"], "coordinates": [[1.4983, 0.5929, 2.3797], [0.9028, 0.7214, 1.2614], [-0.0102, 0.6297, 0.1755], [-0.7656, 1.6376, -0.7085], [-1.3782, 0.7700, -1.5609], [-1.0031, -0.6121, -1.4959], [-0.1164, -0.6078, -0.4756], [0.6115, -1.6731, -0.1038], [1.9268, 0.2074, 3.4364], [-2.1544, 0.9484, -2.2753], [0.4884, -2.6145, -0.6330]], "atomic_forces_ev_per_a": [[-1.551, -0.860, -2.239], [1.938, 0.068, 5.527], [-0.432, -0.491, -3.540], [-0.984, -5.564, -0.367], [2.351, 1.294, 2.438], [0.371, 2.120, 0.863], [0.235, 1.009, 1.287], [-0.720, -3.374, -2.072], [-1.144, 1.494, -3.343], [-0.009, 0.299, -0.251], [-0.055, 4.005, 1.697]]}

{"formula": "C22H31BiN2OP2S6", "method": "the ωB97M-V functional and the def2-TZVPD basis", "charge": 2, "e_above_lowest_kcal_mol": 23.87, "lumo_energy_ev": -6.11, "gap_ha": 0.2457, "total_energy_ev": -117758.9175, "species": ["Bi", "C", "P", "C", "C", "C", "C", "C", "C", "C", "P", "C", "C", "H", "H", "H", "H", "H", "H", "H", "H", "H", "H", "H", "H", "H", "H", "H", "H", "N", "C", "O", "C", "C", "C", "N", "C", "C", "H", "H", "H", "H", "H", "H", "C", "S", "C", "H", "H", "H", "H", "H", "H", "C", "S", "C", "C", "S", "S", "C", "S", "S", "H", "H", "H"], "coordinates": [[0.0126, -0.8284, -0.7961], [3.1462, -2.5978, 1.1047], [2.6195, -1.2904, -0.0787], [3.5335, -1.6008, -1.6232], [3.4244, 0.2085, 0.5721], [4.7594, 0.5275, 0.4961], [5.2582, 1.7620, 0.9137], [4.4530, 2.6127, 1.6503], [3.0902, 2.2999, 1.7745], [2.5407, 1.1554, 1.1558], [0.7436, 0.8228, 1.4158], [-0.2915, 2.2614, 1.5282], [0.6403, 0.0300, 3.0656], [4.1972, -2.8390, 0.9931], [2.5969, -3.5051, 0.7969], [3.1307, -2.2273, 2.1596], [4.6071, -1.5921, -1.5689], [3.1563, -0.9140, -2.3844], [3.3041, -2.6104, -2.0193], [5.3562, -0.2112, 0.0365], [6.3556, 2.0829, 0.8252], [4.9133, 3.4751, 2.0295], [2.3889, 2.9207, 2.2992], [-0.2965, 2.9075, 0.6894], [-0.0682, 2.8144, 2.4652], [-1.3474, 1.9860, 1.5618], [0.8069, 0.6288, 3.9345], [1.2268, -0.8610, 3.2656], [-0.3895, -0.3573, 2.9908], [-5.9056, 1.9366, 2.6181], [-5.1772, 2.4281, 1.5971], [-4.9447, 3.6190, 1.5008], [-4.2952, 1.5038, 0.8492], [-3.9329, 0.2796, 1.3985], [-2.7939, -0.3235, 0.9202], [-2.1133, 0.1310, -0.0926], [-2.5671, 1.2184, -0.7709], [-3.6637, 1.9956, -0.3400], [-6.2705, 2.6512, 3.1321], [-6.3529, 0.9896, 2.6525], [-4.4332, -0.2720, 2.2176], [-2.5682, -1.2865, 1.1974], [-1.9055, 1.4294, -1.6415], [-4.0584, 2.8590, -0.9390], [0.9166, 1.5096, -3.6725], [1.2184, 1.8005, -1.9621], [2.8026, 2.5779, -1.8912], [0.7443, 2.3865, -4.3117], [0.0919, 0.8647, -3.8212], [1.7644, 0.9802, -4.1044], [3.5115, 2.1211, -2.5435], [3.2132, 2.4448, -0.8447], [2.7389, 3.6610, -1.9240], [-1.4774, -3.2338, -3.7146], [-2.1446, -2.2041, -2.4373], [-2.6330, -3.3891, -1.3231], [-1.9933, -3.5614, -0.1108], [-0.4051, -2.9801, 0.5195], [-2.8892, -4.3898, 1.1134], [-4.3965, -4.6769, 0.2264], [-5.6995, -5.4728, 0.6860], [-4.1651, -4.2534, -1.4804], [-0.3933, -3.3782, -3.6855], [-1.7143, -2.7806, -4.6292], [-1.9765, -4.2463, -3.6424]], "atomic_forces_ev_per_a": [[-0.094, 0.065, 0.558], [0.079, 0.163, -0.076], [2.191, -0.349, 0.262], [-0.887, -1.088, -0.693], [-2.145, 1.021, 0.418], [-0.003, 0.306, -0.371], [1.724, 0.109, 0.627], [-1.162, -1.251, -0.929], [-0.105, -0.519, -0.610], [0.507, 0.702, 1.013], [1.283, -1.585, -0.330], [-0.435, 0.616, 1.560], [-1.114, -0.945, -0.955], [0.355, 0.120, -0.507], [-0.008, 0.282, 0.963], [-0.865, -0.617, -0.797], [0.453, 0.376, 0.269], [0.260, 0.190, 0.072], [-0.138, 0.343, 0.347], [1.095, -0.420, -0.436], [-1.743, -0.943, -0.149], [0.095, 1.184, 0.691], [0.122, 0.549, 0.268], [0.700, 0.709, -0.943], [-0.130, -0.120, -0.619], [0.095, -0.476, 0.417], [-0.207, 0.972, 0.303], [0.426, -0.130, -0.727], [0.042, 0.218, 0.743], [0.057, -3.449, -1.578], [0.528, 0.676, 0.823], [-0.286, -0.077, -0.454], [0.274, 0.136, -1.218], [0.050, -0.113, 0.454], [-1.545, 0.434, -0.486], [-0.153, 1.198, -1.463], [0.368, 0.430, -0.054], [0.418, -1.372, -0.057], [-1.607, 1.951, 1.934], [0.730, 1.624, -0.152], [0.111, 0.956, -0.485], [0.890, -2.014, 1.268], [-0.972, 0.365, 0.496], [0.607, -0.844, 1.035], [1.176, 0.520, -1.494], [-0.585, 0.132, 0.867], [0.764, 0.598, 2.275], [0.039, 0.041, 0.568], [-1.121, -0.685, 0.210], [0.169, -0.007, -0.036], [0.417, -0.042, -0.742], [-0.613, -0.242, -1.132], [-0.048, 0.079, -0.825], [0.300, -2.065, 0.208], [0.037, 0.771, -0.522], [0.396, -0.878, 2.845], [-0.492, 0.612, -0.918], [-0.635, 0.085, -0.523], [-0.409, -0.361, 0.571], [1.006, -0.235, -1.232], [-0.327, -0.016, 0.604], [0.052, 0.614, 0.210], [-0.158, 0.037, 0.313], [-0.408, 0.474, -1.441], [0.575, 1.187, -0.238]]}